Record 1
This record from the OMol25 dataset describes a single C3H6N2O2 molecule in a non-equilibrium geometry. The level of theory is ωB97M-V with the def2-TZVPD basis set.

* HOMO: -8.54 eV
* electronic energy: -377.8546 a.u.
* orbital gap: 9.299 eV
* ΔE to the lowest compared entry with this formula, charge and spin: 2.8493 eV

Last column: Löwdin charge in e.
Positions of all 13 atoms, in Å:
O  -3.691  -0.406  0.118  0.10
O  -2.344  1.430  0.010  0.17
N  -0.289  -0.195  -0.619  -0.03
N  1.483  0.990  0.262  0.05
C  0.442  0.122  0.371  -0.33
C  -2.674  0.186  0.052  -0.47
C  -1.406  -1.032  -0.430  -0.11
H  1.666  1.173  -0.774  0.13
H  2.359  0.670  0.646  0.08
H  -1.394  -1.578  0.506  0.08
H  -1.793  -1.690  -1.267  0.12
H  0.441  -0.363  1.342  0.13
H  -1.475  1.619  -0.246  0.07


Record 2
This record from the OMol25 dataset describes 2 unconnected molecules or ions with the total composition C3H6N2O2 in a non-equilibrium geometry. The level of theory is ωB97M-V with the def2-TZVPD basis set.

* HOMO: -6.87 eV
* electronic energy: -377.7889 a.u.
* orbital gap: 7.463 eV
* ΔE to the lowest compared entry with this formula, charge and spin: 4.6380 eV

Last column: Löwdin charge in e.
Positions of all 13 atoms, in Å:
O  -2.322  0.850  0.030  0.22
O  -3.537  -1.049  0.294  0.22
N  0.994  -1.231  0.611  0.09
N  0.875  0.022  -0.081  -0.40
C  0.526  -0.071  -1.368  -0.09
C  -2.889  -0.118  0.153  -0.46
C  1.030  1.201  0.491  -0.04
H  1.965  -1.714  0.379  0.16
H  1.518  1.168  1.496  0.07
H  1.044  -1.029  1.559  0.04
H  0.325  0.909  -1.816  0.05
H  0.585  2.061  0.076  0.05
H  -0.115  -0.998  -1.823  0.10


Record 3
This record from the OMol25 dataset describes a single C3H6N2O2 molecule. The level of theory is ωB97M-V with the def2-TZVPD basis set.

* HOMO: -9.50 eV
* electronic energy: -377.7529 a.u.
* orbital gap: 10.503 eV
* ΔE to the lowest compared entry with this formula, charge and spin: 5.6179 eV

Last column: Löwdin charge in e.
Positions of all 13 atoms, in Å:
O  1.997  0.297  -0.251  -0.06
O  -1.272  -0.077  0.355  -0.05
N  0.709  -0.014  1.713  0.16
N  0.750  1.003  -0.498  0.10
C  1.315  -0.649  0.564  -0.21
C  0.060  0.117  0.447  -0.54
C  -1.728  -0.379  -0.961  -0.07
H  -1.023  -1.041  -1.480  0.10
H  -2.692  -0.880  -0.843  0.09
H  1.660  -1.676  0.579  0.15
H  0.872  1.950  -0.130  0.12
H  1.209  0.808  2.051  0.12
H  -1.857  0.539  -1.548  0.09


Record 4
This record from the OMol25 dataset describes a single C3H6N2O2 molecule in a non-equilibrium geometry. The level of theory is ωB97M-V with the def2-TZVPD basis set.

* HOMO (alpha / beta): -2.69 / -9.64 eV
* electronic energy: -377.5867 a.u.
* multiplicity: 3
* orbital gap (alpha / beta): 2.656 / 4.995 eV
* ΔE to the lowest compared entry with this formula, charge and spin: 5.0699 eV
* ⟨S²⟩: 2.01

Last column: Löwdin charge in e.
Positions of all 13 atoms, in Å:
O  -3.278  -0.222  0.358  0.13
O  -1.412  1.002  -0.288  -0.02
N  0.006  -0.940  0.200  0.00
N  1.379  0.934  0.468  0.30
C  1.379  -0.427  0.107  -0.28
C  -0.986  -0.453  -0.614  -0.26
C  -2.248  -0.002  -0.111  -0.59
H  2.124  1.556  0.262  0.12
H  2.076  -0.932  0.737  0.12
H  -0.365  -0.851  1.208  0.17
H  0.423  1.442  0.306  0.13
H  1.647  -0.656  -0.882  0.07
H  -0.743  -0.452  -1.753  0.11